Run a
Computed, not measured: C18H19NO9 in the gas phase, with wB97M-V/def2-TZVPD.

Positions of all 47 atoms, in Å:
C1 6.370 0.792 4.058
O1 5.365 -0.089 3.448
C2 4.073 0.019 3.664
O2 3.526 1.041 4.207
O3 3.347 -1.122 3.260
C3 1.883 -1.257 3.407
C4 1.321 -0.685 2.099
C5 0.091 -0.978 1.604
C6 -0.451 -0.599 0.285
C7 -0.792 0.697 -0.036
C8 -0.735 2.037 0.799
O4 0.355 2.129 1.646
C9 0.211 2.315 2.953
O5 -0.747 1.980 3.638
O6 1.377 2.938 3.302
C10 1.374 3.130 4.708
C11 -1.312 0.556 -1.420
C12 -1.274 -0.798 -1.850
N1 -0.785 -1.518 -0.750
C13 -0.452 -2.913 -0.878
C14 -1.839 -1.258 -3.098
O7 -2.145 -2.385 -3.273
C15 -2.218 -0.239 -3.972
C16 -2.244 1.107 -3.718
O8 -2.644 1.926 -4.772
C17 -1.683 2.624 -5.566
C18 -1.857 1.564 -2.366
O9 -1.511 2.736 -2.200
H1 6.726 1.390 3.224
H2 7.178 0.188 4.375
H3 5.903 1.423 4.880
H4 1.578 -2.190 3.499
H5 1.584 -0.751 4.386
H6 1.856 0.056 1.688
H7 -0.483 -1.760 2.128
H8 -0.698 2.796 0.156
H9 -1.758 2.017 1.225
H10 0.926 4.053 5.025
H11 2.407 3.287 4.968
H12 1.035 2.295 5.300
H13 -1.354 -3.502 -0.852
H14 -0.012 -3.046 -1.910
H15 0.210 -3.188 -0.061
H16 -2.576 -0.449 -4.990
H17 -1.085 3.381 -4.953
H18 -2.199 3.210 -6.313
H19 -0.968 1.913 -6.084

Properties
* spin multiplicity: 1
* SMILES: COC(=O)OC/C=C/c1c(COC(=O)OC)c2c(n1C)C(=O)C=C(OC)C2=O
* highest occupied orbital energy: -0.3176 Ha

Charge distribution, natural (NBO) scheme, values in e: -0.245, -0.504, 1.005, -0.681, -0.530, -0.077, -0.142, -0.220, 0.127, -0.051, -0.071, -0.497, 0.992, -0.628, -0.473, -0.267, -0.143, 0.029, -0.294, -0.404, 0.536, -0.526, -0.320, 0.302, -0.522, -0.249, 0.469, -0.516, 0.198, 0.198, 0.221, 0.191, 0.214, 0.207, 0.202, 0.211, 0.214, 0.179, 0.199, 0.203, 0.218, 0.222, 0.215, 0.242, 0.193, 0.201, 0.174

Run b
Computed, not measured: C18H19NO9 in the gas phase, with wB97M-V/def2-TZVPD.

Positions of all 47 atoms, in Å:
C1 -5.226 -1.168 4.346
C2 -4.807 0.064 5.036
O1 -5.537 0.568 6.036
C3 -4.904 1.692 6.465
O2 -5.265 2.385 7.399
O3 -3.812 1.918 5.719
C4 -3.739 0.878 4.823
C5 -2.576 0.688 3.883
O4 -2.044 -0.645 4.062
N1 -0.993 -0.906 3.220
C6 -1.189 -1.093 1.858
O5 -2.336 -1.198 1.367
C7 0.025 -1.253 0.900
C8 0.078 -0.070 -0.115
C9 1.455 -0.048 -0.729
C10 1.646 1.188 -1.603
C11 3.121 1.499 -1.981
C12 3.682 2.760 -1.677
C13 4.908 3.117 -2.199
C14 5.588 2.275 -3.157
C15 6.841 2.807 -3.775
O6 7.575 2.195 -4.566
O7 7.063 4.072 -3.431
C16 5.107 1.001 -3.329
C17 3.874 0.618 -2.847
C18 1.686 -1.359 -1.521
O8 2.539 -2.034 -1.012
O9 0.995 -1.684 -2.512
H1 -4.442 -1.369 3.572
H2 -5.254 -2.010 5.045
H3 -6.161 -1.023 3.860
H4 -1.822 1.516 3.981
H5 -2.977 0.787 2.844
H6 -0.081 -0.842 3.609
H7 0.003 -2.172 0.271
H8 0.982 -1.284 1.484
H9 -0.158 0.823 0.482
H10 -0.662 -0.247 -0.949
H11 2.227 0.081 0.029
H12 0.961 1.109 -2.484
H13 1.265 2.008 -1.028
H14 3.137 3.437 -1.061
H15 5.367 3.966 -1.739
H16 8.010 4.213 -3.605
H17 5.701 0.349 -3.959
H18 3.566 -0.311 -3.276
H19 1.455 -2.429 -2.868

Properties
* spin multiplicity: 1
* SMILES: Cc1oc(=O)oc1CONC(=O)CC[C@H](Cc1ccc(C(=O)O)cc1)C(=O)O
* highest occupied orbital energy: -0.3311 Ha

Charge distribution, natural (NBO) scheme, values in e: -0.668, 0.285, -0.440, 0.946, -0.578, -0.437, 0.151, -0.129, -0.349, -0.332, 0.640, -0.626, -0.487, -0.373, -0.307, -0.407, 0.024, -0.226, -0.152, -0.173, 0.769, -0.599, -0.672, -0.145, -0.230, 0.782, -0.616, -0.641, 0.259, 0.235, 0.232, 0.206, 0.220, 0.387, 0.243, 0.209, 0.210, 0.228, 0.229, 0.223, 0.211, 0.213, 0.229, 0.503, 0.233, 0.216, 0.505

Most stable: run b (next structure +255.2 kJ/mol)